# C9H20BGdO3

A structure of composition C9H20BGdO3 in a non-equilibrium geometry (ωB97M-V with the def2-TZVPD basis set, OMol25).

Last column: Löwdin spin population.
Positions of all 34 atoms, in Å:
C  -2.5953  -1.8902  2.6729  -0.0964
C  -1.8573  -0.7922  1.7610  -0.0112
O  -2.0474  -1.1124  0.4289  -0.0089
C  -0.8590  -1.6389  -0.1940  -0.0004
C  -0.6995  -1.1127  -1.6673  -0.0003
C  -1.1042  0.3888  -1.8363  0.0006
C  -0.0141  1.2801  -2.5115  0.0010
C  1.4105  1.1026  -1.9022  0.0180
C  1.6480  1.9396  -0.6119  0.0079
C  1.3020  1.3001  0.7888  0.0046
O  2.4620  0.7577  1.4253  0.1598
B  3.4954  0.8820  0.4057  0.2094
O  3.1064  1.9299  -0.5058  0.2833
H  -3.4613  -2.2454  2.0815  -0.0041
H  -2.9820  -1.4442  3.6533  -0.0832
H  -1.8221  -2.7136  2.8763  -0.0374
H  -0.8024  -0.6241  2.0612  -0.0060
H  -2.3878  0.1695  1.9453  -0.0016
H  0.0793  -1.4300  0.3570  0.0000
H  -0.9730  -2.7445  -0.2610  -0.0001
H  -1.4017  -1.7211  -2.2739  0.0000
H  0.3099  -1.3648  -2.0312  -0.0002
H  -1.9891  0.4045  -2.5061  0.0000
H  -1.4360  0.8833  -0.9028  0.0001
H  -0.3056  2.3365  -2.3163  0.0007
H  0.0184  1.1964  -3.6140  0.0001
H  1.7007  0.0556  -1.6971  0.0107
H  2.1351  1.4807  -2.6519  0.0012
H  1.4528  3.0275  -0.6622  0.0051
H  0.3485  0.7465  0.9026  0.0006
H  1.1135  2.2054  1.4224  0.0048
H  3.2793  -0.1178  -0.3035  0.2288
H  4.6403  0.7659  0.7093  0.0631
Gd  -1.7642  -1.9009  4.9574  6.2501

The HOMO-LUMO gap (alpha / beta) comes out at 3.248 / 4.420 eV. As for the net charge: +2. The value obtained for the highest occupied orbital energy (alpha / beta) is -14.19 / -14.02 eV. As for the LUMO energy (alpha / beta): -10.94 / -9.60 eV. The spin multiplicity is 8.